{
  "formula": "C37H27GaN2O4P2Te",
  "method": "ωB97M-V with the def2-TZVPD basis set",
  "relative_energy_kcal_mol": 0.0,
  "orbital_gap_ev": 7.4,
  "energy_ha": -4712.25489,
  "total_charge": 0,
  "symbols": ["Ga", "O", "C", "O", "C", "C", "C", "C", "C", "N", "C", "O", "O", "H", "H", "H", "Te", "C", "C", "C", "N", "C", "C", "C", "P", "C", "C", "C", "C", "C", "C", "C", "C", "C", "C", "C", "C", "P", "C", "C", "C", "C", "C", "C", "C", "C", "C", "C", "C", "C", "H", "H", "H", "H", "H", "H", "H", "H", "H", "H", "H", "H", "H", "H", "H", "H", "H", "H", "H", "H", "H", "H", "H", "H"],
  "coordinates": [[0.329, 0.326, 0.147], [-0.692, -3.382, 1.520], [-0.530, -2.213, 1.248], [0.242, -1.707, 0.342], [-1.287, -1.141, 2.029], [-2.197, -1.325, 3.051], [-2.774, -0.194, 3.620], [-2.443, 1.080, 3.169], [-1.524, 1.181, 2.143], [-0.990, 0.085, 1.624], [-1.016, 2.455, 1.472], [-1.423, 3.532, 1.844], [-0.164, 2.211, 0.525], [-2.435, -2.327, 3.377], [-3.491, -0.305, 4.423], [-2.874, 1.978, 3.586], [3.526, -1.193, -3.195], [4.298, 0.331, -4.462], [4.987, 1.430, -3.960], [5.421, 2.407, -4.844], [5.243, 2.345, -6.162], [4.605, 1.279, -6.637], [4.109, 0.258, -5.837], [2.298, -0.067, -1.950], [0.606, 0.234, -2.221], [-0.149, -1.044, -3.258], [-0.030, -2.371, -2.833], [-0.569, -3.390, -3.597], [-1.229, -3.095, -4.785], [-1.354, -1.781, -5.203], [-0.817, -0.752, -4.441], [0.314, 1.775, -3.138], [1.170, 2.118, -4.185], [0.974, 3.298, -4.884], [-0.076, 4.140, -4.538], [-0.927, 3.806, -3.495], [-0.733, 2.623, -2.795], [2.651, 0.382, -0.310], [3.272, 2.070, -0.089], [3.595, 2.529, 1.189], [3.948, 3.853, 1.381], [3.969, 4.729, 0.300], [3.632, 4.281, -0.966], [3.278, 2.952, -1.162], [3.875, -0.724, 0.421], [5.180, -0.320, 0.685], [6.101, -1.239, 1.171], [5.720, -2.553, 1.394], [4.417, -2.956, 1.131], [3.493, -2.048, 0.643], [5.176, 1.537, -2.898], [5.947, 3.281, -4.475], [4.473, 1.245, -7.713], [3.562, -0.564, -6.280], [0.474, -2.590, -1.901], [-0.477, -4.417, -3.268], [-1.649, -3.893, -5.383], [-1.870, -1.552, -6.126], [-0.914, 0.275, -4.771], [1.998, 1.465, -4.438], [1.642, 3.563, -5.694], [-0.224, 5.066, -5.078], [-1.733, 4.472, -3.217], [-1.377, 2.372, -1.961], [3.570, 1.845, 2.030], [4.198, 4.209, 2.371], [4.237, 5.766, 0.454], [3.633, 4.966, -1.805], [2.986, 2.595, -2.143], [5.480, 0.703, 0.502], [7.119, -0.928, 1.368], [6.440, -3.267, 1.773], [4.117, -3.981, 1.307], [2.476, -2.357, 0.436]]
}


{
  "formula": "C37H28ClN3O11S2V",
  "method": "ωB97M-V with the def2-TZVPD basis set",
  "relative_energy_kcal_mol": 29.2,
  "multiplicity": 3,
  "orbital_gap_ev": [6.2, 6.3],
  "energy_ha": -4619.28090,
  "total_charge": -1,
  "s2": 2.01,
  "symbols": ["V", "O", "C", "O", "C", "C", "C", "C", "C", "O", "C", "C", "O", "O", "H", "H", "H", "H", "H", "H", "H", "H", "S", "C", "C", "C", "C", "C", "C", "N", "C", "C", "C", "C", "C", "C", "C", "C", "N", "C", "C", "C", "C", "C", "S", "C", "H", "H", "H", "H", "H", "H", "H", "H", "H", "H", "H", "H", "O", "N", "O", "O", "C", "C", "C", "C", "Cl", "C", "C", "C", "O", "C", "C", "O", "O", "H", "H", "H", "H", "H", "H", "H", "H"],
  "coordinates": [[-18.355, 8.960, 7.323], [-19.935, 5.396, 8.941], [-19.778, 6.613, 8.806], [-18.882, 7.152, 8.087], [-20.764, 7.685, 9.486], [-20.059, 8.709, 10.240], [-21.079, 9.609, 10.948], [-21.656, 10.588, 9.935], [-21.169, 9.944, 8.602], [-19.611, 9.668, 9.016], [-21.584, 8.451, 8.415], [-21.377, 8.027, 6.904], [-22.271, 7.557, 6.210], [-20.264, 8.526, 6.415], [-21.510, 7.118, 10.069], [-19.218, 8.468, 10.905], [-20.585, 10.127, 11.801], [-21.914, 9.028, 11.370], [-21.328, 11.645, 10.066], [-22.758, 10.635, 10.038], [-21.261, 10.590, 7.709], [-22.661, 8.262, 8.544], [-17.857, 14.948, 6.462], [-17.009, 16.243, 5.711], [-15.668, 16.169, 5.929], [-15.243, 15.095, 6.686], [-16.308, 14.271, 7.037], [-16.059, 12.973, 7.599], [-17.047, 11.965, 7.716], [-16.789, 10.693, 7.977], [-15.510, 10.302, 8.167], [-14.383, 11.224, 8.174], [-13.077, 10.700, 8.414], [-12.862, 9.343, 8.673], [-13.981, 8.423, 8.715], [-13.895, 7.102, 9.217], [-15.078, 6.353, 9.370], [-16.318, 6.914, 8.995], [-16.451, 8.197, 8.600], [-15.318, 8.923, 8.445], [-15.109, 5.019, 9.976], [-14.100, 4.274, 10.602], [-14.513, 3.013, 11.101], [-15.825, 2.814, 10.853], [-16.504, 4.072, 9.865], [-14.700, 12.576, 7.953], [-17.524, 17.053, 5.242], [-14.981, 16.925, 5.623], [-14.166, 14.974, 6.929], [-18.107, 12.185, 7.779], [-12.188, 11.346, 8.364], [-11.848, 8.988, 8.784], [-12.935, 6.612, 9.413], [-17.221, 6.350, 8.990], [-13.038, 4.645, 10.616], [-13.837, 2.422, 11.700], [-16.319, 1.883, 11.073], [-13.938, 13.330, 8.059], [-16.184, 9.350, 5.397], [-16.707, 8.323, 5.063], [-16.372, 7.644, 4.083], [-17.601, 7.831, 5.813], [-19.334, 7.368, 2.375], [-20.414, 8.388, 2.188], [-21.552, 8.147, 1.440], [-22.540, 9.141, 1.237], [-23.804, 8.782, 0.154], [-22.422, 10.362, 1.885], [-21.309, 10.601, 2.658], [-20.303, 9.646, 2.812], [-19.214, 9.779, 3.625], [-19.092, 11.023, 4.295], [-19.819, 11.028, 5.700], [-20.928, 11.511, 5.823], [-18.956, 10.592, 6.637], [-19.547, 6.536, 1.721], [-19.294, 7.008, 3.383], [-18.349, 7.761, 2.090], [-21.743, 7.186, 0.988], [-23.241, 11.106, 1.794], [-21.186, 11.444, 3.333], [-19.515, 11.867, 3.732], [-17.987, 11.172, 4.418]]
}


{
  "formula": "C37H28IN2O3PPt",
  "method": "ωB97M-V with the def2-TZVPD basis set",
  "relative_energy_kcal_mol": 19.6,
  "orbital_gap_ev": 6.4,
  "energy_ha": -2520.32757,
  "total_charge": 0,
  "symbols": ["Pt", "C", "O", "C", "C", "C", "C", "C", "C", "N", "N", "C", "O", "C", "C", "C", "C", "C", "C", "C", "O", "H", "H", "H", "H", "H", "H", "H", "H", "H", "H", "H", "H", "I", "C", "C", "C", "C", "C", "C", "C", "C", "C", "P", "C", "C", "C", "C", "C", "C", "C", "C", "C", "C", "C", "C", "C", "H", "H", "H", "H", "H", "H", "H", "H", "H", "H", "H", "H", "H", "H", "H", "H"],
  "coordinates": [[-0.082, -0.807, 0.246], [-1.979, -3.558, 4.592], [-1.317, -4.782, 4.329], [-0.061, -4.741, 3.774], [0.839, -5.658, 4.255], [2.124, -5.794, 3.709], [2.483, -4.980, 2.669], [1.592, -4.011, 2.162], [2.050, -3.288, 1.013], [1.555, -2.329, 0.294], [2.387, -2.130, -0.814], [1.846, -1.398, -1.705], [0.643, -0.845, -1.607], [2.596, -1.137, -2.968], [1.971, -0.477, -4.022], [2.671, -0.209, -5.191], [3.997, -0.596, -5.315], [4.624, -1.256, -4.265], [3.927, -1.527, -3.097], [0.285, -3.860, 2.700], [-0.513, -2.982, 2.210], [-2.721, -3.773, 5.360], [-2.474, -3.173, 3.704], [-1.283, -2.803, 4.973], [0.511, -6.293, 5.071], [2.809, -6.533, 4.105], [3.465, -5.069, 2.215], [3.009, -3.637, 0.635], [0.938, -0.178, -3.919], [2.175, 0.302, -6.008], [4.543, -0.386, -6.227], [5.660, -1.561, -4.358], [4.400, -2.042, -2.271], [-1.373, -0.718, 2.487], [-2.522, 1.046, 2.627], [-3.226, 1.020, 3.799], [-4.120, 2.043, 4.159], [-4.288, 3.093, 3.314], [-3.574, 3.158, 2.092], [-3.773, 4.292, 1.272], [-3.099, 4.429, 0.100], [-2.216, 3.412, -0.296], [-1.996, 2.275, 0.449], [-0.753, 1.191, -0.360], [-1.315, 1.135, -2.085], [-0.901, 2.029, -3.065], [-1.376, 1.906, -4.364], [-2.261, 0.889, -4.690], [-2.673, -0.009, -3.715], [-2.198, 0.111, -2.417], [0.744, 2.220, -0.270], [1.807, 1.997, -1.144], [2.992, 2.700, -0.993], [3.131, 3.621, 0.037], [2.080, 3.838, 0.917], [0.891, 3.140, 0.765], [-2.668, 2.120, 1.705], [-3.099, 0.182, 4.477], [-4.661, 1.983, 5.095], [-4.966, 3.903, 3.557], [-4.470, 5.051, 1.606], [-3.234, 5.299, -0.528], [-1.693, 3.547, -1.229], [-0.197, 2.820, -2.826], [-1.043, 2.604, -5.123], [-2.624, 0.790, -5.705], [-3.352, -0.814, -3.966], [-2.491, -0.611, -1.664], [1.716, 1.270, -1.932], [3.810, 2.516, -1.678], [4.060, 4.165, 0.157], [2.184, 4.549, 1.726], [0.077, 3.317, 1.459]]
}


{
  "formula": "C37H28N4PS2W",
  "method": "ωB97M-V with the def2-TZVPD basis set",
  "multiplicity": 3,
  "orbital_gap_ev": [5.8, 5.9],
  "energy_ha": -2849.71323,
  "total_charge": 3,
  "s2": 2.04,
  "symbols": ["W", "C", "C", "C", "C", "C", "C", "P", "C", "C", "C", "C", "C", "C", "C", "C", "C", "C", "C", "C", "C", "C", "C", "C", "H", "H", "H", "H", "H", "H", "H", "H", "H", "H", "H", "H", "H", "H", "H", "H", "N", "C", "C", "C", "C", "C", "C", "S", "N", "C", "C", "C", "C", "C", "C", "N", "H", "H", "H", "H", "H", "H", "H", "H", "H", "S", "C", "C", "N", "C", "H", "H", "H"],
  "coordinates": [[-0.072, -0.048, -0.027], [6.325, -1.919, 0.329], [5.968, -1.636, -0.984], [4.757, -1.022, -1.256], [3.896, -0.698, -0.203], [4.261, -0.978, 1.114], [5.476, -1.590, 1.378], [2.385, 0.191, -0.525], [1.510, -0.566, -1.922], [0.446, 0.138, -2.534], [-0.380, -0.512, -3.470], [-0.145, -1.826, -3.811], [0.909, -2.524, -3.210], [1.706, -1.922, -2.259], [2.576, 1.934, -0.814], [3.686, 2.575, -1.315], [3.659, 3.967, -1.496], [2.532, 4.682, -1.177], [1.387, 4.043, -0.646], [0.221, 4.763, -0.281], [-0.853, 4.124, 0.280], [-0.804, 2.739, 0.517], [0.278, 1.957, 0.112], [1.411, 2.647, -0.449], [7.274, -2.395, 0.536], [6.638, -1.889, -1.795], [4.485, -0.800, -2.282], [3.613, -0.697, 1.937], [5.767, -1.801, 2.398], [0.367, 1.215, -2.425], [-1.163, 0.054, -3.957], [-0.755, -2.313, -4.560], [1.105, -3.549, -3.497], [2.507, -2.481, -1.793], [4.580, 2.018, -1.564], [4.530, 4.472, -1.890], [2.512, 5.755, -1.322], [0.196, 5.835, -0.435], [-1.732, 4.683, 0.568], [-1.656, 2.294, 1.015], [-4.082, -0.252, 1.485], [-5.100, -0.265, 0.483], [-6.424, -0.258, 0.879], [-7.426, -0.250, -0.082], [-7.093, -0.244, -1.426], [-5.758, -0.248, -1.817], [-4.761, -0.262, -0.859], [-3.078, -0.292, -1.409], [-2.203, -0.216, 0.085], [-2.779, -0.215, 1.268], [-1.859, -0.092, 2.434], [-2.262, -0.113, 3.755], [-1.320, 0.102, 4.754], [-0.004, 0.342, 4.400], [0.334, 0.332, 3.059], [-0.567, 0.104, 2.098], [-4.416, -0.208, 2.435], [-6.681, -0.258, 1.932], [-8.462, -0.247, 0.224], [-7.868, -0.236, -2.180], [-5.505, -0.241, -2.871], [-3.290, -0.289, 4.039], [-1.621, 0.093, 5.793], [0.756, 0.540, 5.143], [1.346, 0.527, 2.727], [0.745, -4.380, 1.657], [-0.399, -4.326, 0.389], [-0.538, -3.058, -0.063], [0.281, -2.142, 0.574], [1.008, -2.725, 1.507], [-0.911, -5.213, 0.051], [-1.198, -2.734, -0.857], [1.731, -2.195, 2.108]]
}


Please write out number 4 again, unchanged.
{
  "formula": "C37H28N4PS2W",
  "method": "ωB97M-V with the def2-TZVPD basis set",
  "multiplicity": 3,
  "orbital_gap_ev": [5.8, 5.9],
  "energy_ha": -2849.71323,
  "total_charge": 3,
  "s2": 2.04,
  "symbols": ["W", "C", "C", "C", "C", "C", "C", "P", "C", "C", "C", "C", "C", "C", "C", "C", "C", "C", "C", "C", "C", "C", "C", "C", "H", "H", "H", "H", "H", "H", "H", "H", "H", "H", "H", "H", "H", "H", "H", "H", "N", "C", "C", "C", "C", "C", "C", "S", "N", "C", "C", "C", "C", "C", "C", "N", "H", "H", "H", "H", "H", "H", "H", "H", "H", "S", "C", "C", "N", "C", "H", "H", "H"],
  "coordinates": [[-0.072, -0.048, -0.027], [6.325, -1.919, 0.329], [5.968, -1.636, -0.984], [4.757, -1.022, -1.256], [3.896, -0.698, -0.203], [4.261, -0.978, 1.114], [5.476, -1.590, 1.378], [2.385, 0.191, -0.525], [1.510, -0.566, -1.922], [0.446, 0.138, -2.534], [-0.380, -0.512, -3.470], [-0.145, -1.826, -3.811], [0.909, -2.524, -3.210], [1.706, -1.922, -2.259], [2.576, 1.934, -0.814], [3.686, 2.575, -1.315], [3.659, 3.967, -1.496], [2.532, 4.682, -1.177], [1.387, 4.043, -0.646], [0.221, 4.763, -0.281], [-0.853, 4.124, 0.280], [-0.804, 2.739, 0.517], [0.278, 1.957, 0.112], [1.411, 2.647, -0.449], [7.274, -2.395, 0.536], [6.638, -1.889, -1.795], [4.485, -0.800, -2.282], [3.613, -0.697, 1.937], [5.767, -1.801, 2.398], [0.367, 1.215, -2.425], [-1.163, 0.054, -3.957], [-0.755, -2.313, -4.560], [1.105, -3.549, -3.497], [2.507, -2.481, -1.793], [4.580, 2.018, -1.564], [4.530, 4.472, -1.890], [2.512, 5.755, -1.322], [0.196, 5.835, -0.435], [-1.732, 4.683, 0.568], [-1.656, 2.294, 1.015], [-4.082, -0.252, 1.485], [-5.100, -0.265, 0.483], [-6.424, -0.258, 0.879], [-7.426, -0.250, -0.082], [-7.093, -0.244, -1.426], [-5.758, -0.248, -1.817], [-4.761, -0.262, -0.859], [-3.078, -0.292, -1.409], [-2.203, -0.216, 0.085], [-2.779, -0.215, 1.268], [-1.859, -0.092, 2.434], [-2.262, -0.113, 3.755], [-1.320, 0.102, 4.754], [-0.004, 0.342, 4.400], [0.334, 0.332, 3.059], [-0.567, 0.104, 2.098], [-4.416, -0.208, 2.435], [-6.681, -0.258, 1.932], [-8.462, -0.247, 0.224], [-7.868, -0.236, -2.180], [-5.505, -0.241, -2.871], [-3.290, -0.289, 4.039], [-1.621, 0.093, 5.793], [0.756, 0.540, 5.143], [1.346, 0.527, 2.727], [0.745, -4.380, 1.657], [-0.399, -4.326, 0.389], [-0.538, -3.058, -0.063], [0.281, -2.142, 0.574], [1.008, -2.725, 1.507], [-0.911, -5.213, 0.051], [-1.198, -2.734, -0.857], [1.731, -2.195, 2.108]]
}